C5H9N2 | ωB97M-V/def2-TZVPD

Output
SMILES = C/N=C/C=[N+]1CC1
HOMO-LUMO gap (spin up / spin down) = 7.857 / 6.601 eV
highest occupied orbital energy (spin up / spin down) = -14.78 / -14.19 eV
total energy = -304.9283 Eh
total charge = +1
energy above the lowest of the compared OMol25 structures with the same formula, charge and spin = 8.210 eV

Positions of all 16 atoms, in Å:
1 N -1.4754 0.0298 0.6505
2 H 3.5319 0.4323 0.0001
3 N 1.4168 -0.2503 -0.0748
4 C -0.3009 1.3277 0.4092
5 C -2.7287 0.0160 -0.1019
6 C 1.0069 0.9409 0.1896
7 C 2.8513 -0.5629 -0.0405
8 H -3.5484 -0.2671 0.4704
9 H 3.0084 -1.1611 -1.0313
10 H 1.9011 1.7620 0.1098
11 H -1.1420 -1.1807 -1.2315
12 H 2.9055 -1.2442 0.8494
13 H -2.9606 0.8508 -0.7708
14 H -0.6989 2.2793 0.5248
15 H -2.0746 -1.9802 0.2941
16 C -1.6923 -0.9924 -0.2470